DFT (ωB97M-V with the def2-TZVPD basis set) results for C3H10N2S in the gas phase in a non-equilibrium geometry.

Summary:
SMILES = NC[C@H](N)CS
relative energy (zero: lowest compared OMol25 entry of this formula, charge and spin) = 8.1 kcal/mol
HOMO = -8.852 eV
E_LUMO = 0.9 eV
total charge = 0
orbital gap = 9.769 eV

Positions of all 16 atoms, in Å:
N1 -2.303690 -0.576951 -0.635409
C1 -1.834040 -0.212025 0.702766
C2 -0.413885 0.409886 0.501740
N2 -0.504865 1.543028 -0.306081
C3 0.582278 -0.682220 -0.051381
S1 2.273894 -0.104857 0.011528
H1 -3.347231 -0.487613 -0.729959
H2 -2.023986 -1.509827 -0.872213
H3 -2.468358 0.604978 1.131945
H4 -1.825728 -1.034317 1.381609
H5 -0.000774 0.605883 1.474996
H6 0.449332 1.839306 -0.539240
H7 -1.006797 1.280182 -1.166160
H8 0.308228 -1.042035 -1.003351
H9 0.427365 -1.480747 0.676200
H10 2.759410 -0.954482 -0.866591

Cartesian forces (eV/Å) of the 3 atoms listed first:
-2.0048 0.6312 0.0139
0.5133 1.7927 -0.8951
0.1471 -2.5646 0.2450

Mulliken population analysis, charges in e, atoms 1 to 4:
1 N -0.56
2 C -0.77
3 C -0.12
4 N -0.62